Here is a molecular structure, C22H27BN6V from OMol25. Energies are from ωB97M-V/def2-TZVPD.

Its HOMO energy (spin up / spin down) is 1.2 / -0.5 eV. The expectation value of S² is 3.781. The calculation puts the energy above the lowest of the compared OMol25 structures with the same formula, charge and spin at 0.00 kcal per mole.

```
! wB97M-V def2-TZVPD RIJCOSX def2/J DEFGRID3
* xyz -2 4
V 0.76 0.64 0.13
B 3.33 -1.61 0.86
N 2.74 -1.77 -0.57
C 3.10 -2.65 -1.51
C 2.40 -2.36 -2.67
C 1.61 -1.26 -2.32
N 1.83 -0.91 -1.06
N 2.17 -1.62 1.89
C 1.99 -2.44 2.94
C 0.82 -2.06 3.59
C 0.35 -0.98 2.84
N 1.17 -0.72 1.83
H 3.94 -0.56 0.94
H 4.03 -2.58 1.09
H 3.83 -3.41 -1.29
H 2.43 -2.89 -3.61
H 0.88 -0.72 -2.90
H 2.70 -3.22 3.15
H 0.38 -2.51 4.47
H -0.55 -0.39 2.96
C -0.19 4.51 -0.56
C 1.09 3.81 -0.07
C 2.23 4.18 -1.04
C 1.45 4.39 1.32
N 0.93 2.41 0.00
H -0.07 5.60 -0.65
H -1.01 4.30 0.13
H -0.47 4.10 -1.54
H 2.40 5.27 -1.11
H 2.00 3.79 -2.03
H 3.16 3.70 -0.70
H 1.59 5.48 1.30
H 2.36 3.91 1.68
H 0.64 4.15 2.02
C -1.10 -4.17 -2.11
C -1.85 -3.11 -2.61
C -1.92 -1.91 -1.93
C -1.23 -1.71 -0.71
C -0.49 -2.79 -0.22
C -0.42 -3.99 -0.91
N -1.21 -0.47 -0.07
C -2.41 0.10 0.22
C -2.45 1.47 0.60
C -3.63 2.09 0.96
C -4.84 1.40 0.98
C -4.83 0.06 0.63
C -3.65 -0.58 0.26
H -1.03 -5.11 -2.65
H -2.38 -3.22 -3.55
H -2.49 -1.08 -2.33
H 0.05 -2.67 0.71
H 0.19 -4.80 -0.51
H -1.51 2.02 0.57
H -3.60 3.14 1.23
H -5.77 1.90 1.27
H -5.75 -0.52 0.65
H -3.68 -1.64 0.01
*
```

=====

Here is a molecular structure, C22H27Cl3FKNaO9S2 at a distorted geometry from OMol25. Energies are from ωB97M-V/def2-TZVPD.

Its HOMO energy is -9.7 eV.

```
! wB97M-V def2-TZVPD RIJCOSX def2/J DEFGRID3
* xyz 1 1
C 4.96 2.58 -0.92
C 4.51 1.10 -0.73
C 5.69 0.13 -1.12
C 5.77 -1.09 -0.12
C 5.68 -2.48 -0.82
C 4.23 -3.10 -0.82
C 3.75 -3.23 0.66
C 4.27 -4.27 1.54
C 3.88 -4.34 2.88
C 2.96 -3.38 3.35
C 2.40 -2.37 2.51
C 2.74 -2.22 1.15
S 2.03 -0.92 0.14
C 1.40 -1.40 3.21
O 0.41 -0.99 2.66
C 1.75 -1.08 4.65
C 2.27 -2.02 5.42
C 2.54 -3.40 4.83
O 2.45 -4.42 5.47
H 4.94 2.79 -2.00
H 5.99 2.66 -0.53
H 4.26 3.27 -0.42
H 3.59 0.79 -1.39
H 4.24 0.97 0.34
H 6.65 0.67 -1.05
H 5.50 -0.21 -2.16
H 5.03 -0.93 0.68
H 6.76 -1.04 0.36
H 6.36 -3.15 -0.26
H 6.08 -2.40 -1.84
H 3.63 -2.42 -1.44
H 4.29 -4.10 -1.28
H 5.00 -4.98 1.16
H 4.27 -5.09 3.57
H 1.07 -1.55 -0.61
H 1.56 -0.06 5.01
H 2.53 -1.85 6.47
Cl 2.28 2.12 -1.81
Na 1.87 -4.21 0.00
K 0.59 3.80 -2.79
C -5.17 4.44 -0.28
C -5.06 3.24 -1.17
O -4.03 3.61 -2.08
C -3.22 4.47 -1.39
O -2.13 4.77 -1.74
O -3.82 4.92 -0.27
F -6.21 3.03 -1.87
H -5.83 5.21 -0.69
H -5.50 4.19 0.72
H -4.78 2.32 -0.66
C -0.93 -0.05 -5.44
Cl -0.29 1.45 -6.11
Cl 0.09 -0.67 -4.13
H -1.93 0.14 -5.04
H -0.99 -0.79 -6.23
C -9.00 1.17 -0.91
C -8.15 1.61 0.27
O -9.03 1.60 1.38
S -10.13 0.43 1.18
O -9.71 -0.71 1.91
O -11.42 1.00 1.34
O -9.86 0.17 -0.38
H -9.61 2.00 -1.28
H -8.40 0.77 -1.72
H -7.72 2.60 0.13
H -7.35 0.89 0.47
*
```

=====

Here is a molecular structure, C22H27ClMoN2Se at a distorted geometry from OMol25. Energies are from ωB97M-V/def2-TZVPD.

Its HOMO energy (spin up / spin down) is -11.9 / -13.0 eV. The expectation value of S² is 2.039. The calculation puts the energy above the lowest of the compared OMol25 structures with the same formula, charge and spin at 0.00 kcal per mole.

```
! wB97M-V def2-TZVPD RIJCOSX def2/J DEFGRID3
* xyz 2 3
C 0.26 0.77 -6.46
C 1.64 1.26 -6.20
C 0.00 -0.69 -6.50
C -0.88 1.70 -6.23
Cl 0.41 1.47 -1.80
H -0.07 -1.15 -7.50
H -0.94 -0.91 -5.98
H 0.79 -1.22 -5.95
H 2.22 1.59 -7.07
H 2.22 0.46 -5.70
H 1.61 2.11 -5.49
H -1.30 2.20 -7.12
H -0.59 2.49 -5.52
H -1.72 1.16 -5.75
C 1.72 -1.23 1.17
C 0.99 -2.05 0.25
C 1.36 -1.60 -1.08
H 0.43 -2.95 0.52
C 2.29 -0.52 -0.93
C 2.47 -0.26 0.45
H 3.15 0.46 0.89
H 1.74 -1.35 2.25
H 1.08 -2.05 -2.02
H 2.80 -0.04 -1.76
C -2.41 1.09 0.39
C -2.21 -0.09 1.16
C -1.92 -1.19 0.28
H -2.43 -0.19 2.21
C -1.94 -0.66 -1.06
C -2.30 0.74 -0.97
H -2.50 1.39 -1.81
H -2.73 2.05 0.78
H -1.95 -2.24 0.55
H -1.86 -1.24 -1.97
Mo 0.16 -0.02 -0.10
C -1.01 0.04 4.38
N 0.30 0.63 4.53
C 1.02 1.27 3.57
Se 0.41 1.75 1.84
N 2.19 1.65 4.18
C 2.22 1.20 5.51
C 3.08 1.53 6.55
C 2.67 1.18 7.84
C 1.46 0.50 8.05
C 0.63 0.12 6.99
C 1.03 0.53 5.72
H -1.00 -0.82 3.73
H -1.71 0.76 3.99
H -1.32 -0.25 5.37
H 2.89 2.26 3.73
H 4.04 2.01 6.31
H 3.30 1.43 8.70
H 1.17 0.29 9.08
H -0.27 -0.47 7.11
*
```

=====

Number 1: energy -2151.9529 Ha. Number 2: energy -4570.4692 Ha. Number 3: energy -3893.2433 Ha.